# 1
Density functional theory data (the ωB97M-V functional and the def2-TZVPD basis) for a molecular structure, C22H23N8PPd.

Calculated values
E_HOMO ... -6.3 eV
Relative energy (zero: lowest compared OMol25 entry of this formula, charge and spin) ... 0.00 kcal per mole
HOMO-LUMO gap ... 6.40 eV
Total charge ... 0

Geometry (Å):
Pd: 0.3445 0.3423 -0.1863
C: 1.4692 2.8117 3.2315
N: 0.4147 2.5629 2.2734
C: -0.3586 3.5357 1.6943
C: -1.2954 2.8923 0.9494
N: -1.1331 1.5298 1.0623
C: -0.0905 1.3377 1.8957
P: 0.9875 -0.2422 1.9911
C: -0.2513 -1.4295 2.5757
N: -1.2927 -1.9260 1.9462
C: -1.8973 -2.7749 2.8291
C: -1.2202 -2.7881 4.0141
N: -0.1697 -1.9241 3.8538
C: 0.8214 -1.6190 4.8648
C: 1.8391 -1.2880 0.6310
N: 1.2619 -1.7047 -0.5140
C: 2.2863 -1.9513 -1.3999
C: 3.4822 -1.6804 -0.8146
N: 3.2047 -1.2415 0.4543
C: 4.2009 -0.9526 1.4622
H: 1.0647 3.2188 4.1595
H: 2.1926 3.5178 2.8202
H: 1.9721 1.8716 3.4447
H: -0.1887 4.5822 1.8860
H: -2.0747 3.3169 0.3383
H: -2.7851 -3.3254 2.5651
H: -1.3824 -3.3165 4.9380
H: 0.5784 -2.1863 5.7608
H: 0.8171 -0.5570 5.1075
H: 1.8193 -1.8983 4.5290
H: 2.0930 -2.3053 -2.3990
H: 4.4941 -1.7837 -1.1696
H: 4.7287 -1.8598 1.7609
H: 3.7020 -0.5293 2.3306
H: 4.9255 -0.2316 1.0800
C: -1.0482 1.2388 -4.4007
C: -0.1679 2.1508 -4.9573
C: 0.8824 2.6188 -4.1889
C: 1.0311 2.1682 -2.8783
N: 0.1831 1.2818 -2.3515
C: -0.8266 0.8348 -3.0960
C: 2.1552 2.6561 -2.0098
C: 3.0091 3.6817 -2.4186
C: 4.0332 4.0798 -1.5776
C: 4.1816 3.4536 -0.3508
C: 3.2807 2.4535 -0.0239
N: 2.3001 2.0672 -0.8273
H: -1.8857 0.8403 -4.9555
H: -0.2916 2.4933 -5.9762
H: 1.5812 3.3211 -4.6163
H: -1.4822 0.1176 -2.6166
H: 2.8843 4.1771 -3.3693
H: 4.7036 4.8741 -1.8792
H: 4.9678 3.7335 0.3372
H: 3.3398 1.9355 0.9295

# 2
Density functional theory data (the ωB97M-V functional and the def2-TZVPD basis) for 2 unconnected molecules or ions with the total composition C5H12NO5P.

Calculated values
E_HOMO ... -0.9 eV
HOMO-LUMO gap ... 5.25 eV
Total charge ... -2

Geometry (Å):
C: -9.0341 -1.4094 1.1134
C: 4.9568 2.8702 -1.8554
C: -10.3936 -1.3621 0.4766
C: 5.2526 1.6058 -1.0658
C: 3.8360 -0.2017 1.7386
N: 4.6766 0.1471 0.6837
O: 6.5687 -1.0583 -0.7650
O: 4.1703 -1.3484 -1.4056
O: 4.9921 -2.4293 0.8115
O: -10.2359 -1.5216 -0.8264
O: 4.4664 1.3691 0.1421
P: 5.2199 -1.4617 -0.3566
H: -9.2442 -1.5485 2.1908
H: -8.3781 -2.3476 0.7718
H: -8.4801 -0.5282 0.8428
H: 3.9746 2.8850 -2.3336
H: 5.0722 3.8490 -1.3243
H: 5.8420 2.9435 -2.6113
H: -10.5668 -0.2708 0.7904
H: -11.2282 -1.9607 0.9750
H: 6.2705 1.6193 -0.6623
H: 4.9757 0.7488 -1.8394
H: 3.8228 -1.2076 2.0554
H: 3.4637 0.6181 2.4538

# 3
Density functional theory data (the ωB97M-V functional and the def2-TZVPD basis) for 4 unconnected molecules or ions with the total composition C68H71B2FN2O12.

Calculated values
SMILES ... CCCC[C@@](CCN)(O[C@@H](CCF)[C@H](B(O)CC)N(CCCCOC(C)=O)CB(O)O)c1ccccc1.O=C1c2ccccc2C(=O)c2ccccc21.O=C1c2ccccc2C(=O)c2ccccc21.O=C1c2ccccc2C(=O)c2ccccc21
E_HOMO ... -8.2 eV
HOMO-LUMO gap ... 7.30 eV
Total charge ... 0

Geometry (Å):
C: -0.2136 -5.1841 1.6209
C: 0.7002 -4.3633 0.7149
C: -0.0417 -3.1666 0.0767
C: 0.5621 -1.8579 0.5788
C: -0.2207 -0.5220 0.2800
C: -1.2479 -0.7267 -0.8367
C: -1.9658 0.5265 -1.4093
N: -1.9295 1.7312 -0.5709
O: -0.7435 0.0158 1.4775
C: -1.7729 -0.6816 2.1199
C: -1.4058 -1.0682 3.5598
C: -0.8207 0.0163 4.4250
F: 0.3729 0.4707 3.8941
C: -3.1025 0.0956 1.9433
B: -3.0447 1.6592 2.2692
O: -1.8901 2.3137 2.6636
C: -4.3219 2.5849 2.0979
C: -4.4860 3.5506 3.3035
N: -4.1823 -0.6719 2.5808
C: -5.1586 -1.2489 1.6883
C: -6.4155 -0.4098 1.3613
C: -7.3120 -1.2181 0.4098
C: -6.7761 -1.1447 -1.0083
O: -7.7742 -1.5973 -1.9331
C: -7.2563 -2.1551 -3.0460
C: -6.4057 -1.3030 -3.9377
O: -7.5117 -3.2782 -3.3269
C: -4.7089 -0.1568 3.8295
B: -5.5784 -1.2225 4.6459
O: -4.9660 -2.0905 5.5295
O: -6.9389 -1.2710 4.5423
C: 0.8496 0.4837 -0.1472
C: 1.1807 0.7529 -1.4766
C: 2.1674 1.6801 -1.8288
C: 2.8700 2.3464 -0.8222
C: 2.5626 2.0661 0.5077
C: 1.5659 1.1579 0.8575
H: 0.3444 -5.8568 2.2666
H: -0.8861 -4.5581 2.2057
H: -0.8427 -5.8186 0.9973
H: 1.0634 -5.0342 -0.0625
H: 1.5763 -4.0108 1.2557
H: -1.0902 -3.2739 0.3496
H: 0.0173 -3.2218 -1.0069
H: 0.6372 -1.9024 1.6650
H: 1.5725 -1.7683 0.1926
H: -0.7573 -1.2248 -1.6676
H: -2.0173 -1.4250 -0.5130
H: -3.0176 0.2693 -1.5408
H: -1.6047 0.7264 -2.4178
H: -2.8122 2.2193 -0.6339
H: -1.2063 2.3637 -0.8853
H: -1.9829 -1.6466 1.6463
H: -2.2351 -1.5753 4.0406
H: -0.6211 -1.8226 3.4677
H: -0.5806 -0.4054 5.4043
H: -1.5047 0.8359 4.6285
H: -3.2487 0.0550 0.8611
H: -1.9867 2.7218 3.5293
H: -5.2458 2.0213 2.0161
H: -4.1659 3.1933 1.2050
H: -3.8870 4.4485 3.1972
H: -4.1274 3.0490 4.2075
H: -5.5315 3.7702 3.4897
H: -5.5085 -2.2264 2.0396
H: -4.6947 -1.4595 0.7272
H: -6.0637 0.4475 0.7882
H: -6.9526 -0.1338 2.2599
H: -7.3774 -2.2612 0.7042
H: -8.2917 -0.7437 0.3816
H: -5.9283 -1.8333 -1.0742
H: -6.3809 -0.1560 -1.2474
H: -5.5799 -1.8853 -4.3337
H: -5.9793 -0.4375 -3.4425
H: -7.0083 -0.9858 -4.7851
H: -5.3478 0.7316 3.7291
H: -3.9051 0.1197 4.5139
H: -4.1695 -2.4756 5.1534
H: -7.2880 -1.6676 5.3505
H: 0.6408 0.2497 -2.2658
H: 2.3576 1.8584 -2.8754
H: 3.6361 3.0506 -1.1110
H: 3.1100 2.5904 1.2801
H: 1.3224 0.9790 1.8907
O: -3.3387 -6.4681 -4.4714
C: -3.9286 -7.0014 -5.3887
C: -3.4285 -8.2750 -5.9810
C: -2.2855 -8.8638 -5.4551
C: -1.8270 -10.0641 -5.9700
C: -2.5091 -10.6830 -7.0125
C: -3.6401 -10.0930 -7.5502
C: -4.1011 -8.8857 -7.0412
C: -5.3111 -8.2570 -7.6455
O: -5.8625 -8.7630 -8.6006
C: -5.8223 -6.9966 -7.0400
C: -6.9680 -6.4099 -7.5620
C: -7.4729 -5.2530 -6.9915
C: -6.8374 -4.6760 -5.8958
C: -5.6892 -5.2516 -5.3815
C: -5.1736 -6.4083 -5.9507
H: -1.7629 -8.3799 -4.6417
H: -0.9386 -10.5232 -5.5568
H: -2.1551 -11.6266 -7.4061
H: -4.1718 -10.5660 -8.3641
H: -7.4606 -6.8651 -8.4101
H: -8.3684 -4.8002 -7.3968
H: -7.2333 -3.7844 -5.4461
H: -5.1909 -4.8065 -4.5312
O: 3.6481 7.5546 3.0051
C: 4.0195 6.6740 3.7525
C: 5.3096 6.7934 4.4912
C: 6.0773 7.9400 4.3319
C: 7.2604 8.0829 5.0363
C: 7.6818 7.0811 5.9046
C: 6.9280 5.9300 6.0557
C: 5.7429 5.7789 5.3467
C: 4.9533 4.5243 5.5091
O: 5.3591 3.6221 6.2124
C: 3.6550 4.4141 4.7881
C: 2.8847 3.2692 4.9506
C: 1.6612 3.1588 4.3098
C: 1.2040 4.1963 3.5020
C: 1.9718 5.3356 3.3274
C: 3.2009 5.4484 3.9649
H: 5.7415 8.7167 3.6589
H: 7.8554 8.9783 4.9136
H: 8.6014 7.1998 6.4625
H: 7.2523 5.1452 6.7249
H: 3.2468 2.4681 5.5802
H: 1.0608 2.2645 4.4303
H: 0.2479 4.1082 3.0010
H: 1.6225 6.1413 2.6966
O: 6.6397 3.7817 -1.3528
C: 7.8454 3.7148 -1.4672
C: 8.7170 3.5444 -0.2709
C: 8.1300 3.4395 0.9838
C: 8.9218 3.2458 2.1026
C: 10.3038 3.1548 1.9728
C: 10.8950 3.2735 0.7266
C: 10.1058 3.4738 -0.3987
C: 10.7603 3.6167 -1.7299
O: 11.9687 3.6078 -1.8358
C: 9.8870 3.7656 -2.9291
C: 10.4729 3.8648 -4.1846
C: 9.6766 3.9742 -5.3116
C: 8.2909 3.9844 -5.1899
C: 7.7022 3.8981 -3.9401
C: 8.4963 3.7929 -2.8054
H: 7.0549 3.5061 1.0771
H: 8.4627 3.1606 3.0788
H: 10.9197 2.9924 2.8475
H: 11.9689 3.2089 0.6200
H: 11.5503 3.8522 -4.2726
H: 10.1346 4.0482 -6.2891
H: 7.6707 4.0617 -6.0732
H: 6.6259 3.9091 -3.8388

# 4
Density functional theory data (the ωB97M-V functional and the def2-TZVPD basis) for a molecular structure, C34H44ClCsF9N5O7S2.

Calculated values
E_HOMO ... -2.1 eV
Relative energy (zero: lowest compared OMol25 entry of this formula, charge and spin) ... 25.13 kcal per mole
HOMO-LUMO gap ... 5.56 eV
Total charge ... -2

Geometry (Å):
Cs: 1.6213 -1.6590 0.7884
C: -1.2118 -0.0875 3.8858
C: -0.3683 -1.2537 4.4207
O: 0.2144 -1.9449 3.3345
C: 0.5928 -3.2645 3.6090
C: -0.5874 -4.2427 3.5131
O: -1.1495 -4.0895 2.2377
C: -2.4625 -4.5350 2.0856
C: -3.0483 -3.8487 0.8393
O: -2.9416 -2.4534 0.8029
C: -3.7157 -1.7135 1.7144
C: -3.0104 -1.3795 3.0366
O: -2.0461 -0.3949 2.7946
H: -0.5393 0.6851 3.5136
H: -1.8073 0.3302 4.7160
H: -0.9754 -1.9309 5.0394
H: 0.4140 -0.8190 5.0579
H: 1.0586 -3.3633 4.5997
H: 1.3179 -3.5451 2.8418
H: -1.3356 -4.0224 4.2964
H: -0.2334 -5.2755 3.6711
H: -3.0645 -4.3035 2.9832
H: -2.4968 -5.6328 1.9466
H: -4.1027 -4.1650 0.7322
H: -2.4741 -4.1769 -0.0295
H: -4.6585 -2.2441 1.9315
H: -3.9298 -0.7639 1.2126
H: -2.5495 -2.2807 3.4452
H: -3.7628 -1.0210 3.7675
F: 4.7262 3.7237 1.9523
C: 3.5372 3.5123 2.5913
F: 3.4600 4.5399 3.4578
F: 2.6099 3.7529 1.6397
C: 3.4474 2.1544 3.1989
C: 4.3978 1.2061 2.8741
C: 4.3106 -0.0671 3.4228
C: 3.2625 -0.3054 4.3050
N: 2.3467 0.5729 4.6315
C: 2.3657 1.8050 4.0736
S: 1.1133 2.8578 4.4470
H: 5.2187 1.4616 2.2114
H: 5.0316 -0.8347 3.1861
H: 3.1735 -1.2748 4.7872
O: 2.7958 -1.5955 -3.6932
S: 1.7372 -1.5004 -2.6396
N: 0.3438 -1.7305 -3.0604
C: -1.0152 2.6187 -5.7384
C: -1.0964 1.6816 -4.5165
C: -0.9314 0.2526 -5.0568
C: 0.1010 2.0091 -3.6190
C: -2.4722 1.8295 -3.7667
O: -3.5434 1.7726 -4.7063
C: -2.6018 3.0965 -2.8842
C: -2.8938 4.4511 -3.5612
C: -1.8427 5.4743 -3.2341
C: -1.1647 6.1575 -4.2317
C: -0.1899 7.0963 -3.9256
C: 0.0972 7.3551 -2.5965
Cl: 1.2901 8.5485 -2.2044
C: -0.5613 6.6872 -1.5797
C: -1.5307 5.7523 -1.9040
C: -2.8023 0.6219 -2.8318
N: -2.1608 0.6469 -1.5545
C: -1.0580 -0.0185 -1.1732
N: -0.7068 0.3583 0.0362
C: -1.6530 1.2521 0.3791
N: -2.5567 1.4544 -0.5504
H: -0.0126 2.5436 -6.1550
H: -1.1743 3.6579 -5.4694
H: -1.7149 2.3242 -6.5214
H: -0.1606 0.2475 -5.8262
H: -1.8609 -0.0987 -5.5040
H: -0.6013 -0.4498 -4.2849
H: 1.0109 1.6694 -4.1098
H: 0.0396 1.4951 -2.6655
H: 0.1938 3.0801 -3.4448
H: -3.4089 2.4886 -5.3342
H: -1.6943 3.1841 -2.2933
H: -3.4056 2.8954 -2.1764
H: -3.8554 4.8221 -3.1960
H: -2.9940 4.3659 -4.6439
H: -1.3909 5.9628 -5.2717
H: 0.3389 7.6178 -4.7080
H: -0.3180 6.8875 -0.5479
H: -2.0430 5.2276 -1.1120
H: -2.5493 -0.3168 -3.3226
H: -3.8876 0.6560 -2.6856
H: -0.5518 -0.7574 -1.7979
H: -1.6728 1.7504 1.3246
C: 2.8679 -6.1617 0.8256
C: 3.5293 -4.8260 1.2703
O: 2.7922 -3.7544 1.1792
C: 4.8434 -4.7050 0.4210
F: 4.5742 -4.6295 -0.8881
F: 5.6909 -5.7660 0.5382
F: 5.5856 -3.6309 0.7200
C: 3.9981 -5.0382 2.7554
F: 4.7960 -6.1155 2.9844
F: 2.9392 -5.2411 3.5690
F: 4.6613 -3.9941 3.2653
H: 2.5533 -6.0474 -0.2069
H: 1.9918 -6.3276 1.4483
H: 3.5577 -6.9962 0.9103

# 5
Density functional theory data (the ωB97M-V functional and the def2-TZVPD basis) for a molecular structure, C62H43AsN4Rh.

Calculated values
E_HOMO (spin up / spin down) ... -8.4 / -10.1 eV
HOMO-LUMO gap (spin up / spin down) ... 5.02 / 5.12 eV
⟨S²⟩ ... 6.13
Total charge ... +1
Spin multiplicity ... 5

Geometry (Å):
Rh: 0.9820 0.2579 0.2404
C: 1.1851 4.4210 -6.2587
C: 2.3588 4.0679 -5.6041
C: 2.3078 3.3218 -4.4363
C: 1.0776 2.9322 -3.9047
C: -0.0944 3.3009 -4.5578
C: -0.0393 4.0382 -5.7337
C: 1.0355 2.1393 -2.6423
C: 1.5789 0.8158 -2.6766
C: 2.0688 0.1946 -3.8196
C: 2.4830 -1.0801 -3.4545
C: 2.2108 -1.2355 -2.0900
N: 1.6655 -0.0701 -1.6016
C: 2.4972 -2.4129 -1.3248
C: 2.1291 -2.5776 0.0041
C: 2.2895 -3.7986 0.7626
C: 1.6645 -3.6176 1.9451
C: 1.1318 -2.2807 1.9421
C: 0.3981 -1.7137 2.9679
C: 0.0286 -2.5653 4.1344
C: -1.2047 -3.2070 4.1657
C: -1.5477 -4.0040 5.2508
C: -0.6595 -4.1647 6.3056
C: 0.5727 -3.5232 6.2756
C: 0.9156 -2.7223 5.1955
C: 0.0175 -0.3565 3.0157
N: 0.4361 0.6215 2.1144
C: 0.0651 1.8362 2.6454
C: 0.4225 3.1191 2.0271
C: 0.9486 4.2158 2.8092
C: 1.4706 5.3815 2.1927
C: 1.8994 6.4652 2.9310
C: 1.8811 6.4272 4.3208
C: 1.4980 5.2502 4.9544
C: 1.0598 4.1645 4.2210
C: 0.2843 3.2240 0.5970
C: -0.0716 4.4036 -0.1483
C: 0.0856 4.1115 -1.4587
C: 0.5238 2.7481 -1.5311
N: 0.5539 2.2169 -0.2429
C: -0.6447 1.6364 3.8177
C: -0.6672 0.2564 4.0577
N: 1.4303 -1.6716 0.7505
C: 3.2166 -3.5278 -2.0000
C: 4.5200 -3.8427 -1.6159
C: 5.2095 -4.8702 -2.2443
C: 4.6008 -5.5981 -3.2572
C: 3.3013 -5.2948 -3.6392
C: 2.6134 -4.2627 -3.0168
H: 1.2263 4.9891 -7.1801
H: 3.3191 4.3715 -6.0042
H: 3.2208 3.0476 -3.9204
H: -1.0509 2.9872 -4.1552
H: -0.9573 4.3133 -6.2371
H: 2.0915 0.6307 -4.8063
H: 2.9221 -1.8326 -4.0896
H: 2.7964 -4.6803 0.4015
H: 1.5609 -4.3214 2.7582
H: -1.8932 -3.0830 3.3352
H: -2.5116 -4.5000 5.2683
H: -0.9272 -4.7847 7.1521
H: 1.2697 -3.6481 7.0949
H: 1.8752 -2.2167 5.1730
H: 1.5883 5.4148 1.1216
H: 2.2753 7.3429 2.4205
H: 2.1993 7.2861 4.8991
H: 1.5583 5.1727 6.0330
H: 0.8311 3.2537 4.7474
H: -0.4472 5.3193 0.2823
H: -0.0532 4.7667 -2.3040
H: -1.1296 2.4077 4.3953
H: -1.1076 -0.2519 4.9031
H: 4.9939 -3.2684 -0.8271
H: 6.2249 -5.0989 -1.9456
H: 5.1377 -6.4006 -3.7467
H: 2.8182 -5.8655 -4.4217
H: 1.5947 -4.0331 -3.3110
C: -3.1108 -1.4597 -4.5896
C: -3.9807 -1.5103 -3.5048
C: -3.5258 -1.2000 -2.2334
C: -2.1964 -0.8301 -2.0465
C: -1.3253 -0.7896 -3.1270
C: -1.7843 -1.1052 -4.4009
As: -1.5906 -0.3668 -0.2624
C: -2.3398 -1.8633 0.7089
C: -1.6663 -3.0733 0.5341
C: -2.1793 -4.2404 1.0779
C: -3.3686 -4.2026 1.7979
C: -4.0310 -2.9970 1.9839
C: -3.5167 -1.8231 1.4455
C: -2.6548 1.1893 0.1275
C: -2.9796 1.5330 1.4357
C: -3.6185 2.7376 1.6967
C: -3.9204 3.6074 0.6556
C: -3.5846 3.2699 -0.6501
C: -2.9495 2.0658 -0.9148
H: -3.4722 -1.6978 -5.5826
H: -5.0143 -1.7963 -3.6499
H: -4.2039 -1.2473 -1.3899
H: -0.2923 -0.5206 -2.9796
H: -1.1006 -1.0785 -5.2405
H: -0.7454 -3.1022 -0.0407
H: -1.6525 -5.1771 0.9426
H: -3.7767 -5.1135 2.2183
H: -4.9582 -2.9695 2.5428
H: -4.0489 -0.8921 1.5845
H: -2.7245 0.8722 2.2543
H: -3.8791 2.9995 2.7167
H: -4.4169 4.5468 0.8676
H: -3.8175 3.9446 -1.4660
H: -2.6897 1.8026 -1.9336

> What is the formula in the fifth record?

C62H43AsN4Rh